{
  "formula": "C3H11N3O",
  "method": "ωB97M-V with the def2-TZVPD basis set",
  "homo_energy_ev": -8.67,
  "gap_ev": 9.52,
  "lumo_energy_ev": 0.8489,
  "smiles": "[H]/N=C(\\N)NCC.O",
  "species": ["C", "C", "N", "C", "N", "N", "H", "H", "H", "H", "H", "H", "H", "H", "H", "H", "H", "O"],
  "coordinates": [[-2.162, -0.321, 0.997], [-1.684, 0.283, -0.385], [-0.167, 0.640, -0.341], [0.419, 1.506, -1.335], [0.519, 2.898, -0.831], [0.922, 0.939, -2.427], [-2.303, 0.465, 1.708], [-3.096, -0.804, 0.838], [-1.452, -1.066, 1.267], [-2.026, 1.252, -0.652], [-1.668, -0.453, -1.285], [0.105, 0.795, 0.601], [1.199, 3.480, -1.298], [-0.416, 3.480, -0.855], [1.254, 1.646, -3.116], [3.461, -4.882, 3.181], [3.235, -5.063, 1.637], [3.862, -4.795, 2.294]],
  "forces_ev_per_a": [[0.5, 1.2, -2.8], [3.2, -1.4, -1.1], [-0.8, -0.6, -0.9], [0.7, -0.9, -0.4], [-2.1, 0.1, -0.9], [-1.3, 2.4, 2.3], [0.2, 0.3, 0.6], [-0.9, -0.4, -0.1], [0.6, -0.5, 0.6], [-1.8, 0.4, -0.2], [-0.9, 1.2, 1.7], [0.4, 0.8, 0.5], [0.2, -0.2, -0.4], [2.3, -2.0, 0.2], [-0.3, -0.4, 0.8], [0.1, 0.0, -1.0], [-0.7, -0.3, -0.3], [0.6, 0.3, 1.2]]
}

***

{
  "formula": "C3H11N3O",
  "method": "ωB97M-V with the def2-TZVPD basis set",
  "homo_energy_ev": -7.77,
  "gap_ev": 8.46,
  "lumo_energy_ev": 0.6852,
  "species": ["C", "C", "N", "N", "H", "H", "H", "H", "H", "H", "H", "H", "C", "O", "N", "H", "H", "H"],
  "coordinates": [[0.435, 0.797, 1.279], [-2.426, 0.608, 0.352], [-1.075, 0.065, 0.279], [0.832, -0.347, 1.827], [-0.786, -0.115, -0.679], [1.754, -0.657, 1.528], [-0.856, -0.784, 0.921], [0.954, 1.280, 0.442], [-0.125, 1.488, 1.912], [-2.458, 1.575, -0.152], [-3.162, -0.047, -0.125], [-2.695, 0.751, 1.398], [2.093, -1.262, -0.948], [0.596, -0.259, -2.273], [1.876, -0.256, -1.679], [0.583, 0.560, -2.785], [1.385, -2.071, -0.791], [3.076, -1.327, -0.508]],
  "forces_ev_per_a": [[1.2, -1.3, 0.7], [-0.1, -0.2, -0.1], [-0.2, -1.3, 0.9], [0.5, 1.3, 0.6], [0.1, -0.2, 0.1], [-0.4, 0.0, -0.5], [-0.8, 1.6, -1.6], [0.1, 0.0, 0.2], [-0.5, -0.1, -0.3], [0.0, 0.0, 0.0], [0.0, 0.1, 0.1], [0.0, 0.0, 0.0], [-0.3, -0.1, -0.4], [0.2, -0.2, 0.3], [0.0, 0.4, -0.2], [0.2, -0.2, 0.1], [-0.1, 0.1, 0.0], [0.1, 0.1, 0.1]]
}

***

{
  "formula": "C3H11N3O",
  "method": "ωB97M-V with the def2-TZVPD basis set",
  "homo_energy_ev": -8.40,
  "gap_ev": 9.28,
  "lumo_energy_ev": 0.8852,
  "smiles": "NCNCNCO",
  "species": ["C", "C", "C", "N", "N", "N", "O", "H", "H", "H", "H", "H", "H", "H", "H", "H", "H", "H"],
  "coordinates": [[2.182, -0.752, 0.299], [0.445, 0.839, -0.511], [-2.163, 0.158, -0.452], [1.619, 0.580, 0.289], [-0.556, 0.280, 0.346], [-3.252, -0.216, 0.404], [3.567, -0.698, 0.525], [3.945, -0.069, -0.102], [1.580, 1.003, 1.207], [-1.007, -0.724, -0.038], [-3.196, -1.195, 0.662], [-3.259, 0.340, 1.252], [1.960, -1.219, -0.681], [1.786, -1.389, 1.096], [0.578, 0.366, -1.501], [0.306, 1.923, -0.632], [-2.220, -0.417, -1.387], [-2.315, 1.190, -0.777]],
  "forces_ev_per_a": [[-0.4, 0.3, -0.3], [0.8, -0.7, 0.5], [-0.5, 2.9, 0.0], [1.7, 0.6, -0.9], [-6.4, -4.0, -1.9], [0.9, -0.2, 0.0], [0.3, -0.2, 0.1], [-0.1, 0.0, 0.1], [-0.2, -0.1, -0.1], [3.7, 1.7, 1.7], [-0.1, 0.1, 0.1], [0.0, -0.1, -0.1], [-0.1, 0.1, 0.3], [0.0, 0.0, -0.1], [-0.1, 0.2, 0.3], [0.0, -0.2, 0.0], [0.5, -0.3, 0.3], [0.0, 0.0, 0.1]]
}

***

{
  "formula": "C3H11N3O",
  "method": "ωB97M-V with the def2-TZVPD basis set",
  "homo_energy_ev": [-14.44, -14.44],
  "spin_multiplicity": 2,
  "gap_ev": [11.37, 5.77],
  "lumo_energy_ev": [-3.0691, -8.6712],
  "charge": 1,
  "species": ["C", "C", "N", "C", "N", "N", "H", "H", "H", "H", "H", "H", "H", "H", "H", "H", "H", "O"],
  "coordinates": [[1.632, 1.332, 1.099], [0.759, 0.428, 0.228], [0.624, -0.856, 0.837], [-0.320, -1.777, 0.274], [0.146, -2.512, -0.748], [-1.489, -1.770, 0.719], [2.669, 0.974, 1.085], [1.648, 2.366, 0.791], [1.255, 1.338, 2.119], [1.231, 0.305, -0.761], [-0.209, 0.907, -0.015], [0.374, -0.815, 1.833], [1.078, -2.406, -1.127], [-0.418, -3.205, -1.223], [-2.291, -2.319, 0.432], [-2.216, 2.562, -1.139], [-2.478, 2.403, -2.463], [-1.995, 3.047, -1.941]],
  "forces_ev_per_a": [[0.2, -0.4, 0.2], [1.5, 1.5, -1.1], [-2.8, -0.1, 1.1], [0.1, -1.5, -2.5], [0.5, -0.2, -0.4], [0.8, 0.2, 1.7], [-0.3, 0.0, 0.1], [-0.2, 0.2, -0.4], [0.1, -0.1, 0.2], [-0.2, -0.1, 0.2], [0.0, -0.4, 0.4], [0.5, 0.2, 0.1], [0.0, 0.1, 0.4], [-0.1, 0.3, 0.2], [0.0, 0.4, -0.3], [0.4, 0.8, 1.0], [-0.1, 0.3, -1.5], [-0.3, -1.1, 0.5]]
}

***

{
  "formula": "C3H11N3O2",
  "method": "ωB97M-V with the def2-TZVPD basis set",
  "homo_energy_ev": -9.27,
  "gap_ev": 9.98,
  "lumo_energy_ev": 0.7144,
  "smiles": "NCCNC(N)=O.O",
  "species": ["C", "N", "C", "N", "O", "C", "N", "H", "H", "H", "H", "H", "H", "H", "H", "H", "H", "H", "O"],
  "coordinates": [[0.057, -1.114, -0.727], [-0.184, -0.247, 0.415], [-0.923, -0.584, 1.500], [-1.676, -1.772, 1.395], [-0.948, 0.122, 2.491], [1.562, -1.174, -1.029], [2.126, 0.190, -1.149], [-0.490, -0.743, -1.586], [-0.151, -2.127, -0.416], [0.329, 0.612, 0.451], [-1.512, -2.365, 2.196], [-2.653, -1.753, 1.163], [2.019, -1.765, -0.227], [1.774, -1.694, -1.954], [2.667, 0.451, -0.335], [2.859, 0.174, -1.854], [-0.215, 4.366, -2.836], [0.399, 3.291, -1.935], [-0.387, 3.845, -2.046]],
  "forces_ev_per_a": [[1.3, 0.1, 0.2], [-0.1, -1.0, -0.4], [-0.5, 1.2, 0.4], [0.7, -1.4, -0.2], [0.2, -0.1, 0.1], [0.0, 0.7, 0.4], [0.7, -0.2, -0.3], [-0.2, -0.3, -0.3], [-0.9, -0.1, -0.3], [0.0, 0.3, 0.1], [-0.3, 0.2, 0.2], [0.0, 0.5, -0.1], [0.2, 0.2, 0.0], [-0.3, -0.2, -0.2], [-0.3, -0.1, 0.4], [-0.3, 0.1, -0.2], [0.0, 0.0, 0.0], [-0.2, 0.1, 0.0], [0.2, -0.1, 0.0]]
}

***

{
  "formula": "C3H11N3O2",
  "method": "ωB97M-V with the def2-TZVPD basis set",
  "homo_energy_ev": [-15.00, -13.90],
  "spin_multiplicity": 2,
  "gap_ev": [11.74, 4.57],
  "lumo_energy_ev": [-3.2623, -9.3234],
  "charge": 1,
  "species": ["C", "N", "C", "N", "O", "C", "N", "H", "H", "H", "H", "H", "H", "H", "H", "H", "H", "H", "O"],
  "coordinates": [[-1.036, 0.025, -0.840], [-1.056, 0.929, 0.280], [-0.733, 0.658, 1.593], [-0.592, -0.672, 1.947], [-0.645, 1.571, 2.383], [-0.036, -1.103, -0.966], [1.276, -0.758, -0.469], [-0.888, 0.605, -1.761], [-2.020, -0.474, -0.887], [-1.144, 1.915, 0.049], [-0.228, -0.770, 2.887], [-1.220, -1.368, 1.616], [-0.417, -2.031, -0.499], [0.069, -1.499, -1.987], [1.257, -0.562, 0.530], [2.096, -1.344, -0.628], [2.481, 1.795, -0.760], [1.204, 1.102, -1.267], [1.633, 1.981, -1.222]],
  "forces_ev_per_a": [[-0.1, -0.4, -1.3], [1.0, -0.5, -1.3], [-0.6, -0.6, 1.9], [0.9, 1.1, -0.2], [0.4, 0.2, -0.5], [0.7, -1.6, 0.6], [0.2, 0.3, 1.1], [-0.6, 0.3, 0.4], [-0.2, 0.4, -0.2], [-0.2, 0.2, 0.3], [-0.4, -0.1, 0.0], [-0.3, -0.5, -0.2], [0.1, 0.1, 0.4], [-0.4, 0.9, -0.1], [0.0, 0.1, -0.2], [-0.6, -0.2, -0.5], [-0.8, 0.3, -0.5], [0.8, 0.6, 0.1], [0.2, -0.6, 0.4]]
}

***

{
  "formula": "C3H11N3OP",
  "method": "ωB97M-V with the def2-TZVPD basis set",
  "homo_energy_ev": -11.98,
  "gap_ev": 8.68,
  "lumo_energy_ev": -3.3033,
  "smiles": "C=[P@H](O)N(C)C(N)=[NH2+]",
  "charge": 1,
  "species": ["C", "C", "C", "N", "N", "N", "O", "P", "H", "H", "H", "H", "H", "H", "H", "H", "H", "H", "H"],
  "coordinates": [[0.168, 1.156, -0.668], [-0.277, -1.224, -1.233], [1.024, -1.137, 1.818], [0.152, 1.632, -1.911], [-0.237, -0.074, -0.401], [0.388, 1.969, 0.407], [-1.557, -1.561, 1.486], [-0.422, -0.514, 1.236], [-0.838, -1.006, -2.114], [0.693, -1.483, -1.611], [-0.751, -2.077, -0.655], [1.037, -1.363, 2.793], [1.922, -0.646, 1.456], [-0.542, 1.352, -2.622], [0.740, 2.432, -2.056], [0.452, 2.918, 0.201], [0.691, 1.482, 1.181], [-1.508, -2.523, 1.103], [-1.137, 0.666, 1.591]],
  "forces_ev_per_a": [[-1.4, 0.6, 0.7], [-0.4, -1.3, -1.0], [-0.7, 2.3, -4.1], [0.0, 0.1, -0.3], [0.3, 0.0, 1.5], [-0.5, -1.7, -4.1], [-1.4, -2.4, -1.3], [1.1, -0.8, 2.1], [-0.9, -0.1, -0.6], [0.7, -0.4, 0.3], [0.8, 1.1, -1.2], [0.0, -1.1, 3.5], [0.1, -0.2, -0.2], [0.9, 0.1, 0.7], [-0.2, 0.3, -0.5], [0.4, 1.8, 0.4], [1.3, -0.2, 2.5], [0.3, 2.7, 1.4], [-0.2, -0.7, 0.2]]
}

***

{
  "formula": "C3H11N4",
  "method": "ωB97M-V with the def2-TZVPD basis set",
  "homo_energy_ev": -12.76,
  "gap_ev": 8.99,
  "lumo_energy_ev": -3.7722,
  "charge": 1,
  "species": ["C", "N", "C", "N", "H", "H", "H", "H", "H", "H", "N", "C", "N", "H", "H", "H", "H", "H"],
  "coordinates": [[-0.795, 1.217, 1.260], [-0.105, 1.311, -0.053], [1.100, 1.962, -0.094], [1.503, 2.568, -1.183], [-1.869, 1.118, 1.054], [-0.496, 0.351, 1.832], [-0.622, 2.103, 1.830], [-0.726, 1.690, -0.790], [1.734, 1.838, 0.799], [2.326, 3.080, -0.925], [0.159, -1.483, -0.748], [-0.780, -1.990, 0.032], [-0.893, -3.261, 0.436], [0.971, -2.036, -0.980], [0.188, -0.481, -0.883], [-1.550, -1.286, 0.336], [-1.538, -3.517, 1.162], [-0.215, -3.934, 0.211]],
  "forces_ev_per_a": [[-0.4, -0.2, -1.2], [-1.6, -0.4, -0.4], [1.9, 1.3, -2.2], [-1.7, -1.2, 2.6], [0.2, 0.1, 0.2], [0.4, -0.2, 0.1], [0.0, 0.5, 0.5], [0.6, -0.2, 0.6], [-0.4, 0.3, -0.1], [0.9, 0.1, -0.3], [-0.6, -1.7, 1.0], [0.4, -0.3, -0.3], [-0.3, 2.3, -0.2], [0.0, 0.0, -0.2], [-0.1, 0.7, 0.1], [0.0, -0.2, 0.1], [-0.3, 0.1, 0.0], [1.0, -0.9, -0.4]]
}

***

Short version: relative energy (zero: lowest compared OMol25 entry of this formula, charge and spin) = 54.97 116.70 97.35 28.80 19.87 17.77 23.90 22.72 kcal per mole, in the order given.
Short version: calculated total energy = -360.34980 -360.25143 -360.28226 -360.06857 -435.65864 -435.31806 -701.48888 -339.68346 hartree, in the order given.